Formula: C22H29NO4
Source: the Open Molecules 2025 dataset
Level of theory: ωB97M-V/def2-TZVPD

Results
Net charge   0
Orbital gap   8.344 eV
LUMO level   -0.11 eV
Structure (SMILES)   C=CCOc1ccc(/C=C/C(=O)OCC(=O)NC2CCCCCCC2)cc1

Geometry (Å):
C -5.808 2.155 -0.838
C -4.305 2.206 -1.106
O -0.626 -2.789 -1.094
C 8.023 0.921 -0.767
C 4.689 -1.681 1.491
H 7.719 2.800 -1.820
H -2.688 1.453 1.016
H 3.463 -0.668 -1.490
H 5.641 0.383 -1.615
C 6.303 -0.348 0.301
H 4.418 -2.255 2.365
H -2.097 -3.930 -1.919
C -3.623 0.863 -1.356
H -4.014 1.020 3.087
H -4.938 -0.212 2.234
H 7.901 0.351 -1.700
O -4.178 -2.865 -0.582
H -1.847 -4.172 -0.168
H -3.807 2.724 -0.287
C 0.232 -2.898 -0.049
O 7.552 0.175 0.334
C 1.479 -2.190 -0.334
H -1.697 -0.940 -0.622
H -7.294 1.765 0.625
H -6.161 3.190 -0.811
C -3.226 0.517 1.171
H -2.540 -0.166 1.680
C -5.430 1.808 1.699
C 2.476 -2.184 0.564
H -4.564 -0.626 -0.088
H -4.100 0.368 -2.204
C 4.149 -0.797 -0.668
H 6.194 3.837 -0.213
C -4.414 0.739 2.109
C -6.258 1.464 0.454
H -6.112 1.931 2.544
C -3.601 -0.119 -0.177
C 7.412 2.286 -0.919
C -1.886 -3.427 -0.971
H -4.927 2.767 1.561
O -0.029 -3.501 0.964
N -2.668 -1.185 -0.496
H -4.154 2.816 -2.001
H 6.286 2.350 0.850
H 9.098 1.031 -0.583
C 3.766 -1.548 0.446
H 2.297 -2.722 1.489
H -6.303 1.666 -1.680
C -3.037 -2.463 -0.663
C 5.392 -0.203 -0.744
H 1.532 -1.702 -1.294
H 6.643 -1.201 2.226
H -6.272 0.383 0.317
C 5.931 -1.097 1.423
C 6.592 2.851 -0.054
H -2.584 1.068 -1.637



Formula: C22H30As2BrN2O3V
Source: the Open Molecules 2025 dataset
Level of theory: ωB97M-V/def2-TZVPD

Results
Net charge   +2
Orbital gap (alpha / beta)   8.040 / 7.669 eV
LUMO level (alpha / beta)   -6.42 / -6.80 eV
Multiplicity   3
⟨S²⟩   2.0202

Geometry (Å):
H -2.524 3.390 1.360
As -0.795 -1.708 -0.787
C -2.627 1.332 4.148
V 0.879 0.016 -0.364
C -0.533 0.694 2.062
H -2.932 -0.445 -1.310
O 0.338 0.889 -1.920
H -0.473 -5.535 -4.079
H 3.098 3.596 -0.786
N 1.886 5.254 -0.788
H -1.396 1.574 0.368
H -3.163 1.403 5.093
As 2.466 -1.741 -0.820
H -0.978 0.596 5.314
C 2.095 3.963 -0.973
H 3.880 -1.077 -2.791
C -2.408 -1.270 -1.790
Br -2.148 5.702 -1.472
C 3.074 -2.802 0.703
C -1.136 1.236 4.448
N -0.350 0.638 3.354
H 1.995 -5.531 -4.140
O 0.321 0.121 1.293
H 2.230 -3.061 1.338
H -1.677 -3.923 -2.659
C 4.111 -1.350 -1.763
H -2.946 0.396 3.682
H 4.612 -0.515 -1.279
H -1.839 -3.784 0.185
H -0.765 -3.041 1.386
C -0.207 3.627 -1.584
C 1.297 1.664 -1.536
H -3.066 -2.135 -1.820
C -2.995 2.534 3.275
H -1.011 2.992 -1.932
H -2.133 -0.976 -2.800
C 1.073 3.107 -1.390
H -1.131 3.237 2.409
C 1.471 -4.828 -3.508
H -0.725 2.220 4.684
C 0.114 -3.006 -1.906
C -1.688 1.408 1.407
H -2.384 -2.361 1.094
H 0.564 6.827 -0.819
H -2.559 0.746 1.399
C 0.674 5.759 -0.968
C -0.594 -3.921 -2.677
H 3.267 -3.934 -2.759
C 0.082 -4.829 -3.476
C -2.048 2.735 2.090
H 0.493 0.157 3.646
H -2.997 3.442 3.879
H 3.551 -3.709 0.340
C 1.510 -3.014 -1.929
C -0.416 4.967 -1.336
C 2.185 -3.926 -2.734
H -4.013 2.390 2.907
C -1.524 -2.843 0.631
O 2.353 1.092 -1.124
H 3.796 -2.218 1.271
H 4.763 -2.220 -1.746



Formula: C22H30Br2N2O4S
Source: the Open Molecules 2025 dataset
Level of theory: ωB97M-V/def2-TZVPD

Results
Net charge   0
Orbital gap   8.691 eV
LUMO level   -0.15 eV
Structure (SMILES)   C/C(Br)=C(\Br)c1cnc2cc(CCCS)ccc2n1.CCOC(C)=O.CCOC(C)=O

Geometry (Å):
C 6.809 2.232 -1.557
O -6.544 2.259 0.118
C -4.415 -1.502 0.109
O -3.483 -4.653 1.360
H 1.215 -6.031 2.618
Br 2.729 -4.614 0.341
H -5.877 4.610 -3.268
H 6.577 3.099 -2.173
C 4.286 1.090 -0.162
H -4.313 -1.302 -0.957
O -3.729 -2.741 0.314
H 8.592 1.806 -2.678
H 0.315 -6.018 1.130
H -4.270 -2.681 3.246
H -7.842 3.697 -1.957
C 1.335 -4.217 1.574
C 1.623 -1.220 0.250
H -4.257 4.948 -2.672
H -8.266 1.994 -1.738
H 6.257 1.401 -1.979
C 5.450 1.485 0.466
C -6.336 2.512 -1.036
C -3.805 -0.370 0.906
C -4.897 -3.099 2.460
H 6.705 1.144 2.191
N 3.060 -1.527 2.138
H 0.719 -1.547 -0.241
C -4.004 -3.572 1.334
H -4.485 4.362 -4.328
C 3.457 0.084 0.370
H 8.809 2.918 -1.339
H -5.638 -2.360 2.165
C 3.814 -0.538 1.579
C 1.159 -2.961 1.957
H -3.882 -0.546 1.979
H -4.312 0.569 0.674
C 8.307 2.012 -1.654
H -3.650 2.549 -2.848
C 4.999 -0.122 2.223
H 5.872 3.514 -0.091
H 3.991 1.555 -1.090
N 2.320 -0.271 -0.295
C 0.568 -5.416 1.994
H 7.236 2.602 0.505
C -7.469 2.676 -2.023
H 8.142 -0.332 -1.014
H 5.268 -0.605 3.148
O -5.068 2.713 -1.439
S 8.937 0.669 -0.613
C 5.796 0.859 1.685
H -5.427 -3.962 2.855
H -2.746 -0.268 0.668
H -0.308 -5.160 2.570
H -5.248 2.142 -3.433
C 2.005 -1.855 1.454
C -4.696 2.849 -2.813
H -7.200 2.461 -3.055
H -5.482 -1.616 0.307
Br -0.207 -2.516 3.178
C -4.840 4.275 -3.301
C 6.344 2.537 -0.113



Formula: C22H30CdF6GeN4O12S2Se
Source: the Open Molecules 2025 dataset
Level of theory: ωB97M-V/def2-TZVPD

Results
Net charge   -2
Orbital gap   7.452 eV
LUMO level   4.02 eV

Geometry (Å):
O 0.364 0.454 2.690
N 1.028 -2.799 -1.732
C -0.107 -3.300 -2.512
C 2.230 -1.741 4.891
C 1.792 -1.856 -2.559
C 1.642 -1.257 3.742
Se -1.755 -1.338 1.438
O -1.810 0.596 -4.292
C 2.331 -2.587 -3.820
C -2.938 1.066 -2.191
O 1.460 0.540 -0.142
H 1.338 0.645 7.099
O 2.539 -1.057 8.352
O 2.548 2.657 -0.777
C -0.112 4.276 1.242
H 0.049 -3.542 -4.697
C 0.917 -0.003 3.749
C 1.420 0.142 6.146
O -2.884 0.699 -0.943
O -0.208 2.943 3.347
F -0.083 4.189 -0.100
H -2.945 -1.835 -1.741
H 2.785 -2.672 4.859
F 0.850 5.132 1.606
F 4.621 2.153 1.070
H -5.347 1.329 -0.614
C -4.031 -1.942 -1.720
C 2.100 -1.083 6.098
C 0.414 -4.024 -3.788
O -0.738 0.017 -2.415
C -3.650 -0.907 1.497
S 0.079 2.563 1.992
H -3.667 0.151 1.770
O -0.962 1.977 1.116
H 0.104 -5.073 -3.812
H 2.719 -3.499 -0.760
Cd -0.759 0.305 -0.286
H -6.538 0.607 0.524
H -4.427 -1.430 -2.601
F 4.313 0.337 -0.078
C 1.858 -2.091 2.542
C -6.098 -2.469 0.505
C 3.785 1.134 0.860
H -0.940 -3.471 0.490
C -5.938 0.444 -0.376
H 1.121 -1.040 -2.824
H -0.736 -2.445 -2.768
H 1.963 -2.121 -4.737
H -4.082 -1.481 2.313
H 3.490 -4.640 -2.665
C -1.727 0.545 -3.078
H 1.317 -4.574 -0.684
C 0.870 0.677 5.017
H -5.620 -3.424 0.761
C -1.940 -3.162 0.789
F -1.286 4.823 1.582
F 3.677 0.437 1.990
O -3.849 1.684 -2.717
H -6.830 -2.660 -0.290
H 3.425 -2.587 -3.858
H -0.687 -3.982 -1.881
O 1.132 -2.230 1.591
H 0.356 1.619 5.050
N 1.647 2.454 1.579
H 2.069 -5.693 -2.632
S 2.163 1.762 0.271
H -2.301 -3.776 1.608
N 1.886 -3.994 -3.819
C 2.397 -4.651 -2.612
H -6.606 0.240 -1.218
C 1.888 -3.908 -1.340
H -2.623 -3.196 -0.053
N 2.656 -1.660 7.295
H -4.303 -2.999 -1.763
H 2.807 -2.673 2.586
O 3.229 -2.739 7.217
Ge -4.775 -1.099 -0.115
H -6.647 -2.115 1.386
H 2.601 -1.440 -1.952